79
Properties=species:S:1:pos:R:3:forces:R:3 method="wB97M-V/def2-TZVPD" e_lumo_ev=4.73 e_above_lowest_kj_mol=223.4 charge=-2
O -0.012670 -0.582049 0.218393 0.18 2.32 5.32
H 0.222627 -1.344471 0.791949 -0.87 -1.06 0.14
H 0.144707 -0.886409 -0.647069 0.72 -1.63 -3.76
H 0.948159 -0.168202 0.376767 -0.48 0.53 -1.67
P 2.306481 -1.236027 -1.719893 0.15 3.54 1.95
O 2.546432 -2.328427 -0.845740 3.48 -5.86 4.55
O 2.184817 0.058816 -0.674681 0.22 -0.94 0.02
O 0.845924 -1.475545 -1.942155 -4.70 1.11 -1.93
O 3.225123 -0.979575 -2.772467 2.08 1.23 -3.55
N -0.019708 -3.408157 -3.299443 0.97 2.38 1.76
C 0.560592 -4.638213 -3.308865 2.31 0.39 0.60
C -0.084744 -5.389293 -4.284947 -1.95 3.47 -0.22
C -1.115210 -4.443891 -4.851750 0.35 0.15 -0.57
C -0.998692 -3.184588 -4.210682 0.19 -3.03 -0.79
H 0.361743 -2.602363 -2.660142 -0.24 -1.15 -0.91
H 1.674715 -4.696187 -2.703358 -3.76 -0.22 -1.69
H 0.025456 -6.393953 -4.527607 0.35 -1.42 -0.49
H -1.752314 -4.516751 -5.776020 0.67 -0.58 1.19
H -1.559980 -2.238777 -4.388464 0.82 -0.96 0.48
N -3.833902 0.738574 0.368510 2.06 -0.88 -1.34
C -5.164816 1.053898 0.371717 0.77 -0.56 1.90
C -5.456731 1.425102 1.717972 4.60 -1.05 -2.68
C -4.132061 1.437635 2.459228 -3.72 -0.97 -3.52
C -3.189203 0.932106 1.630191 -2.29 0.45 -2.97
H -3.327353 0.363910 -0.536972 -1.29 0.98 2.34
H -5.790769 0.866451 -0.550983 0.84 0.44 1.43
H -6.381969 1.814730 1.835354 -2.64 1.20 1.58
H -4.126341 1.733800 3.418490 0.65 0.89 3.18
H -2.137536 0.891951 1.614795 0.96 -0.29 0.49
N 1.321190 1.617843 3.288170 1.25 0.49 0.76
C 0.472166 2.639411 2.956588 1.88 -0.55 -5.30
C -0.505696 2.573735 3.796304 -5.06 -0.66 4.82
C -0.186569 1.460935 4.761176 -1.75 -0.04 3.22
C 1.057223 0.996917 4.505877 1.88 -0.87 -3.06
H 2.052901 1.278248 2.749877 1.53 0.15 -1.21
H 0.368999 3.101664 1.858805 1.02 -0.91 2.78
H -1.460715 3.198991 3.778045 1.56 -1.14 0.13
H -0.685131 0.963625 5.680711 0.10 1.68 -1.66
H 1.915825 0.180866 4.781851 -2.91 2.09 -0.19
N 3.396111 1.283055 1.219623 -2.57 -0.48 -3.20
C 3.935958 0.684636 2.260938 0.57 -3.67 0.03
C 4.764671 1.445942 2.919692 -1.71 7.04 -1.43
C 4.395951 2.935726 2.325814 1.17 -7.52 0.23
C 3.699828 2.593593 1.237230 -1.22 1.47 -0.73
H 2.806583 0.758081 0.364818 1.51 0.53 1.23
H 3.728481 -0.347095 2.495262 0.11 -0.36 -0.45
H 5.398717 1.354050 3.685793 1.90 -0.85 2.94
H 4.694163 3.801968 2.693030 1.44 3.75 1.31
H 3.255995 3.241060 0.489896 0.02 -0.10 0.00
N -1.363249 -0.243678 -2.306464 3.31 2.82 -1.01
C -1.643695 1.079219 -2.835038 1.40 -1.90 -0.55
C -2.960573 1.276826 -3.016145 4.75 -15.23 5.59
C -3.514951 -0.169936 -2.490463 1.13 3.79 -1.12
C -2.472019 -0.915492 -2.063391 0.08 -0.07 -1.24
H -0.356118 -0.749910 -2.201266 -1.28 1.43 -0.87
H -0.889664 1.713359 -3.325255 0.14 -0.48 1.08
H -3.383582 2.018567 -3.245973 -6.30 10.28 -3.49
H -4.467770 -0.477389 -2.323301 -2.93 -0.48 0.04
H -2.299678 -1.961099 -1.822505 -0.80 0.14 0.38
N 1.019606 -2.901088 1.015687 -1.53 -3.45 -0.83
C -0.161467 -3.727467 0.883706 1.10 3.42 4.71
C -0.881433 -3.628962 2.127264 8.46 3.42 -1.99
C 0.049533 -2.842415 3.014094 -0.02 -0.43 -0.91
C 1.243460 -2.546091 2.272892 -5.52 -0.99 1.49
H 1.769372 -2.695687 0.289612 0.13 -0.36 -1.24
H -0.380238 -4.173387 -0.007372 -0.53 -0.98 -2.19
H -1.728540 -4.058528 2.346421 -4.40 -2.06 1.21
H -0.161876 -2.411123 4.009701 0.10 -0.66 -0.65
H 2.007075 -1.900748 2.466126 2.06 1.46 0.86
N 1.440654 2.214751 -1.328347 -2.97 3.06 -0.10
C 2.032763 3.130315 -2.210801 -8.24 0.88 4.01
C 1.237240 4.286640 -2.295345 0.10 -3.00 2.60
C 0.157184 4.145234 -1.309778 1.07 -0.99 -1.32
C 0.229903 2.864813 -0.790953 3.31 -0.39 -1.90
H 1.765456 1.070752 -1.205107 -0.07 1.22 0.44
H 2.898803 2.811467 -2.441809 6.17 -1.48 -2.78
H 1.540686 5.029171 -2.919955 0.29 2.51 -1.34
H -0.634565 4.827674 -1.072142 -0.16 0.32 -0.14
H -0.481747 2.366863 -0.165717 -0.03 -0.33 0.24

---

11
Properties=species:S:1:pos:R:3:forces:R:3 method="wB97M-V/def2-TZVPD" e_lumo_ev=-0.81 e_above_lowest_kj_mol=478.3
C -0.008582 -1.796079 0.354745 -0.54 -0.69 0.63
C 0.522150 -2.889145 0.378882 0.45 1.23 -0.76
C -1.701453 2.054926 -0.464692 1.10 0.74 3.46
O 2.811757 -0.526291 -0.290718 -0.47 0.56 0.09
O 1.050321 1.230118 -0.065297 0.62 -0.56 -0.06
O -1.780104 0.992720 0.092756 -0.45 -0.55 -1.04
S 1.792692 0.124593 0.487662 0.78 0.41 -0.02
H -0.543677 -0.846187 0.485326 0.07 -1.06 -0.28
H 1.259234 -3.656674 0.164557 -0.76 0.18 0.39
H -1.060449 2.814683 0.023832 0.50 -0.05 -0.52
H -2.341886 2.497337 -1.167057 -1.30 -0.21 -1.89

---

21
Properties=species:S:1:pos:R:3:forces:R:3 method="wB97M-V/def2-TZVPD" e_lumo_ev=-3.51 e_above_lowest_kj_mol=445.9
N 0.050987 0.477832 -2.566703 0.24 1.11 0.75
C -0.851013 0.726978 -1.454924 0.50 0.09 0.90
C -1.335939 -0.496503 -0.743759 -0.79 -1.01 0.23
C -0.171747 1.549314 -0.322038 0.81 -0.18 -1.57
S 1.405887 0.905521 0.183048 -0.36 0.61 0.52
S -1.580660 -0.153197 2.463019 0.37 0.44 0.08
C 0.147803 0.002473 2.515136 -0.52 -0.15 0.05
H -0.348228 -0.107393 -3.267111 -0.16 -0.54 -0.32
H 0.905247 0.089386 -2.184272 -0.05 -0.32 -0.34
H -1.667223 1.368232 -1.723056 -0.59 0.22 -0.70
H -0.457917 -0.966326 -0.302638 0.00 -0.40 0.00
H -2.006568 -0.230495 0.087167 0.08 -0.04 -0.37
H -1.882937 -1.245982 -1.326441 0.25 0.19 -0.22
H -0.022275 2.582200 -0.639198 -0.08 0.10 0.30
H -0.925695 1.497571 0.465977 -0.08 0.14 1.00
H 0.640112 -0.685111 1.814954 0.04 -0.21 0.31
H 0.542139 -0.145490 3.535139 0.11 -0.10 -0.32
H 0.443241 1.049105 2.309020 0.18 0.26 -0.16
H 2.115261 -1.356536 0.607079 0.04 -0.10 -0.28
H 2.927919 -2.551195 0.091059 -0.03 0.02 0.03
O 2.071606 -2.310382 0.458540 0.05 -0.11 0.12